Record 1
Computed, not measured: a cluster of 15 separate species, C22H66O15 in total at a distorted geometry, with ωB97M-V/def2-TZVPD.

Computed properties:
Multiplicity = 1
Gap between HOMO and LUMO = 9.9671 eV
Maximum force = 1.82 eV Å⁻¹
Net charge = 0
LUMO = 0.45 eV

Structure (XYZ):
```
103
C22H66O15 ωB97M-V/def2-TZVPD
O -14.194 5.178 17.652
H -12.218 1.157 17.258
H -20.963 -0.449 8.335
C -11.467 3.049 18.027
H -11.793 5.002 17.197
H -13.107 6.852 18.159
C -18.180 -0.206 10.371
H -13.937 -1.667 14.036
H -15.705 0.534 13.716
H -17.719 -0.928 11.042
H -15.875 2.947 14.033
H -14.789 0.337 8.641
H -18.575 1.809 15.066
C -14.677 5.078 16.269
H -19.707 1.721 17.699
O -15.043 0.564 15.996
H -14.922 3.332 11.403
H -16.976 0.500 17.990
C -14.726 7.347 16.829
C -13.855 2.584 13.336
H -19.087 3.059 11.951
H -16.462 -1.396 13.036
H -15.806 7.483 16.933
O -17.992 3.507 10.330
H -9.710 3.554 15.614
H -14.306 8.339 16.668
C -14.150 6.547 18.028
C -17.465 -3.355 13.032
H -20.335 2.433 12.607
H -14.007 -0.297 14.809
H -13.069 4.229 9.343
C -10.781 3.609 15.788
C -17.543 1.422 18.082
C -12.189 2.216 16.979
C -16.488 -4.141 12.175
O -13.521 3.492 9.782
O -15.214 1.122 9.007
H -13.218 2.545 16.761
H -10.689 2.447 18.499
H -17.871 -3.972 13.846
H -14.932 -4.978 13.437
H -19.397 0.183 7.886
H -15.489 0.689 11.993
H -13.345 1.980 12.580
H -12.810 2.978 10.240
H -16.370 -3.633 11.212
O -11.387 2.343 15.799
H -13.368 6.539 15.295
O -12.894 -0.636 11.118
C -11.012 4.239 17.205
H -17.498 0.121 9.584
H -18.361 -3.031 12.500
H -18.410 0.734 10.882
H -15.762 2.638 17.804
H -16.986 1.266 12.844
C -14.393 6.429 15.653
H -17.795 1.553 19.138
H -14.803 0.575 16.932
H -14.213 4.195 15.824
H -13.625 2.039 14.264
C -16.824 2.668 17.555
O -19.398 2.600 12.763
H -15.825 1.152 15.932
H -19.147 3.168 15.996
H -12.158 3.305 18.841
H -14.788 4.170 8.504
O -19.011 -2.070 9.178
C -18.451 2.327 16.019
H -16.923 -1.871 14.597
H -11.259 4.276 15.067
H -13.429 3.580 13.439
C -15.167 -4.027 12.962
H -15.762 4.920 16.373
H -14.739 6.741 18.923
O -15.690 3.391 11.987
H -14.361 -3.727 12.292
C -19.433 -0.814 9.798
C -20.073 0.056 8.728
H -17.695 2.845 9.692
H -17.231 3.567 18.032
H -13.402 -1.296 10.633
O -13.477 -0.799 14.133
H -20.386 0.998 9.182
H -15.025 6.500 14.760
H -19.724 -2.370 8.605
O -11.471 1.710 10.583
H -20.144 -1.119 10.574
H -16.860 -5.143 11.979
C -15.365 2.591 13.139
H -19.023 0.352 16.912
C -15.894 1.202 12.865
H -14.479 1.672 9.326
H -13.256 -0.645 12.028
O -15.342 -2.966 13.889
H -17.276 3.523 11.012
H -11.912 0.902 10.960
H -10.112 4.723 17.587
C -18.798 1.382 17.197
H -16.103 4.078 7.708
O -15.267 4.554 7.741
C -16.582 -2.304 13.651
O -17.085 2.665 16.153
H -10.634 1.795 11.056
```

***

Record 2
Computed, not measured: a structure of composition C14H9AuBrF6N2O6S2, with ωB97M-V/def2-TZVPD.

Computed properties:
Multiplicity = 1
Gap between HOMO and LUMO (alpha / beta) = 4.2839 / 4.2831 eV
Maximum force = 0.29 eV Å⁻¹
Net charge = +1
LUMO (alpha / beta) = -6.99 / -7.00 eV

Structure (XYZ):
```
41
C14H9AuBrF6N2O6S2 ωB97M-V/def2-TZVPD
H 3.569 -0.768 1.928
F -4.542 0.458 0.340
C 0.124 -2.966 0.935
N -0.570 -1.421 -0.743
C 0.154 -2.432 -0.384
C -1.308 -1.243 1.630
H -1.841 -0.653 2.366
F -3.709 2.410 0.779
F -3.644 -2.425 -2.939
C 1.870 0.606 0.393
O 0.946 -0.023 0.925
C 2.947 1.169 1.273
C -0.567 -2.343 1.965
Br 2.040 3.767 0.490
H 0.691 -3.868 1.133
H 4.309 4.097 2.293
O 2.038 0.822 -0.855
O -1.835 2.331 -1.507
N -2.922 0.049 -2.064
S -2.489 1.144 -1.112
C 4.164 3.030 2.207
H -2.438 -1.419 -0.096
H -0.486 -2.691 2.983
H 5.388 0.093 3.364
S -2.394 -0.190 -3.574
F -1.523 -2.656 -3.292
C 3.161 2.537 1.387
O -1.683 0.497 0.099
F -2.863 -2.317 -4.958
H 0.823 -2.855 -1.123
O -3.247 0.407 -4.529
O -0.959 0.027 -3.689
C 4.971 2.148 2.909
C -2.627 -2.036 -3.695
C 4.762 0.780 2.811
C -1.496 -0.907 0.214
C -4.033 1.567 -0.182
H 5.759 2.536 3.539
C 3.745 0.297 2.005
Au 0.597 0.329 -2.203
F -4.883 2.113 -1.021
```

***

Record 3
Computed, not measured: the molecule C3H2N2O3 at a distorted geometry, with ωB97M-V/def2-TZVPD.

Computed properties:
SMILES string = O=C1ON=N/C1=C\O
Multiplicity = 1
Gap between HOMO and LUMO = 9.2575 eV
Maximum force = 3.99 eV Å⁻¹
Net charge = 0
LUMO = -0.85 eV

Structure (XYZ):
```
10
C3H2N2O3 ωB97M-V/def2-TZVPD
O 2.371 -0.569 -0.220
H -1.176 1.400 0.614
H -2.924 0.364 -0.503
C -1.168 0.397 0.282
O -2.262 -0.247 -0.309
O 1.831 1.693 -0.098
C 1.453 0.582 0.036
N 0.334 -1.641 0.135
C 0.017 -0.203 0.078
N 1.523 -1.776 -0.016
```

***

Record 4
Computed, not measured: a cluster of 2 separate species, C5H12O2 in total at a distorted geometry, with ωB97M-V/def2-TZVPD.

Computed properties:
SMILES string = CC[C@@H](O)CC=O.[H][H]
Multiplicity = 1
Gap between HOMO and LUMO = 10.6440 eV
Maximum force = 1.29 eV Å⁻¹
Net charge = 0
LUMO = 0.97 eV

Structure (XYZ):
```
19
C5H12O2 ωB97M-V/def2-TZVPD
H -0.150 0.046 -3.593
H 0.467 -1.631 -1.049
H -1.774 -0.868 -1.598
H 0.491 1.154 2.664
C 0.387 -0.518 1.264
H 0.519 0.235 -3.324
C 0.201 0.099 2.663
C 0.386 -0.591 -1.398
H -1.219 0.840 -1.845
C -0.972 -0.135 -1.417
H -1.506 0.291 0.620
H 0.116 -1.580 1.299
H 1.455 -0.471 1.001
H 0.776 1.523 -0.460
O 1.368 0.120 -1.596
H -0.844 0.036 2.985
H 0.808 -0.416 3.418
O -0.010 1.579 0.126
C -0.499 0.288 0.240
```

***

Record 5
Computed, not measured: a cluster of 4 separate species, C4H16NO3 in total at a distorted geometry, with ωB97M-V/def2-TZVPD.

Computed properties:
Multiplicity = 1
Gap between HOMO and LUMO = 10.7828 eV
Maximum force = 5.10 eV Å⁻¹
Net charge = +1
LUMO = -3.15 eV

Structure (XYZ):
```
24
C4H16NO3 ωB97M-V/def2-TZVPD
H -1.495 1.423 -1.745
H -1.480 1.987 3.160
N 1.193 1.662 0.824
H -1.169 -3.305 -0.780
H -1.126 0.530 0.528
H 1.570 -1.621 -3.185
H -1.458 -2.005 1.402
H 0.239 -2.344 1.203
O -1.417 2.277 2.246
H 0.991 2.043 -0.076
H 1.771 -0.414 1.294
C -0.291 -0.265 0.725
H 2.251 1.877 1.028
C -0.779 -2.327 -0.724
H 0.197 -2.451 -1.085
C 0.948 0.168 0.996
H -1.334 -1.683 -1.394
H 0.749 2.180 1.520
O 2.118 -1.867 -2.477
H 2.760 -1.029 -2.307
C -0.592 -1.789 0.741
H -2.266 2.515 1.833
H -0.615 2.440 -2.263
O -0.764 1.998 -1.464
```

***

Record 6
Computed, not measured: a structure of composition C15H33N3NaNbO at a distorted geometry, with ωB97M-V/def2-TZVPD.

Computed properties:
Multiplicity = 1
Gap between HOMO and LUMO (alpha / beta) = 6.8638 / 6.8652 eV
Maximum force = 5.98 eV Å⁻¹
Net charge = +2
LUMO (alpha / beta) = -8.29 / -8.29 eV

Structure (XYZ):
```
54
C15H33N3NaNbO ωB97M-V/def2-TZVPD
Na 2.078 3.561 0.320
H 2.283 -1.314 -3.380
C 1.094 -2.575 0.549
H 0.403 1.187 4.051
H -3.208 -0.552 -0.864
C 2.886 0.246 -1.183
H -2.021 -0.955 2.021
H -1.849 -1.404 -0.057
N 0.552 1.822 0.598
C 0.722 0.146 3.900
H -1.970 0.143 -3.699
H 4.185 -2.086 -1.745
H 2.012 -2.876 1.084
C 1.610 -1.476 -2.525
H 0.152 1.447 -3.076
H -2.790 1.707 -3.879
C -0.484 2.165 -2.536
C -1.193 -0.267 2.249
H -0.064 -1.758 3.331
C -0.452 -0.744 3.519
C -2.151 -0.830 -0.975
H 0.296 -2.445 1.306
C -1.734 1.471 -2.013
H 3.736 0.313 -1.874
H -0.922 -1.204 5.586
C 3.424 -2.183 -0.962
H 3.252 0.518 -0.182
H -2.044 -1.514 -1.831
H 0.106 2.606 -1.719
C -1.442 -0.857 4.688
H 1.268 -2.518 -2.529
H -0.764 2.976 -3.225
H -2.237 -1.563 4.454
O 0.277 3.961 1.540
N 1.279 -1.301 -0.155
H 2.162 1.005 -1.510
H -2.959 3.250 -1.784
C 0.001 2.838 1.124
H -1.974 2.852 -0.344
C 2.318 -1.170 -1.209
C -2.574 2.428 -1.161
H 0.722 -0.842 -2.668
H -1.608 0.748 2.382
C -2.546 0.906 -3.168
H 0.795 -3.399 -0.127
H 3.057 -3.209 -0.999
H -3.496 0.477 -2.821
H 1.160 -0.207 4.843
H 1.528 0.145 3.151
H -3.413 1.884 -0.705
N -1.300 0.382 -1.121
H -1.895 0.116 4.904
H 3.904 -2.011 0.004
Nb -0.174 -0.042 0.420
```

***

Record 7
Computed, not measured: the molecule C4H6N2O, with ωB97M-V/def2-TZVPD.

Computed properties:
Multiplicity = 1
Gap between HOMO and LUMO = 9.1083 eV
Maximum force = 0.60 eV Å⁻¹
Net charge = 0
LUMO = 0.61 eV

Structure (XYZ):
```
13
C4H6N2O ωB97M-V/def2-TZVPD
C -1.455 0.422 0.155
C -0.178 0.220 0.948
C 0.727 -0.511 0.270
H -0.811 1.492 2.363
N -1.163 -0.198 -0.968
H 1.709 -0.850 0.580
H 0.768 0.913 2.629
H 0.125 -1.828 -1.391
C 0.190 -0.774 -1.103
H -1.803 -0.237 -1.751
H 1.125 0.735 -1.799
N -0.134 0.760 2.206
O 0.901 -0.144 -2.138
```

***

Record 8
Computed, not measured: a structure of composition C29H24BrGeN4O2ReS at a distorted geometry, with ωB97M-V/def2-TZVPD.

Computed properties:
Multiplicity = 1
Gap between HOMO and LUMO = 4.6652 eV
Maximum force = 2.06 eV Å⁻¹
Net charge = +2
LUMO = -9.13 eV

Structure (XYZ):
```
63
C29H24BrGeN4O2ReS ωB97M-V/def2-TZVPD
C -4.032 -3.409 -4.994
S -1.642 -1.404 -2.626
Ge 1.322 0.858 2.202
H -4.608 -5.382 -6.578
C -0.837 1.507 5.735
C 2.260 4.615 0.445
H 3.775 5.988 1.094
H -0.548 2.510 3.872
C 1.968 -1.871 1.477
H 4.209 0.671 1.347
N -1.848 0.009 -3.280
H 3.259 2.520 3.527
C 3.797 -0.327 1.255
N -3.728 -5.497 -6.106
C 0.556 0.657 3.954
C -2.290 -2.627 -3.542
H 1.567 -1.198 4.380
O -2.163 -1.236 -1.129
O -0.196 -1.675 -2.289
C 3.274 5.049 1.289
C -3.265 -4.574 -5.270
H 0.948 -2.099 1.778
C 2.766 -2.893 0.992
C 3.631 4.288 2.390
C -3.553 -2.448 -4.161
Re -0.517 -0.029 -0.840
Br 1.438 0.881 -1.814
H -0.901 0.318 7.516
C -2.146 2.534 -0.702
H -0.557 -3.918 -3.323
H 1.979 5.213 -0.412
H 5.622 -1.147 0.484
H -1.807 2.642 0.318
H -4.135 -1.555 -3.975
H 4.414 4.628 3.054
H 0.625 -1.409 6.643
C -2.920 3.438 -1.361
N -2.895 2.053 -3.322
C 1.620 3.414 0.700
C 2.477 -0.578 1.617
C -0.306 1.633 4.463
C 0.362 -0.561 6.026
C 2.983 3.089 2.645
C 4.597 -1.351 0.766
H 4.710 -3.429 0.262
H -4.995 -3.282 -5.470
H -1.504 2.263 6.125
H -3.191 -6.318 -6.331
C -2.179 1.161 -2.644
C 0.886 -0.440 4.749
C -1.520 -3.787 -3.795
C -0.068 0.468 0.698
C -0.499 0.409 6.516
C 1.972 2.630 1.795
C 4.082 -2.630 0.633
C -3.236 3.163 -2.706
H -3.800 3.883 -3.289
N -1.733 1.407 -1.357
C -2.003 -4.738 -4.642
H -3.263 4.341 -0.880
H -1.418 -5.623 -4.846
H 0.833 3.095 0.028
H 2.371 -3.897 0.907
```

***

Record 9
Computed, not measured: a structure of composition C18H62N4O11 at a distorted geometry, with ωB97M-V/def2-TZVPD.

Computed properties:
Multiplicity = 1
Gap between HOMO and LUMO = 7.5086 eV
Maximum force = 13.77 eV Å⁻¹
Net charge = 0
LUMO = -0.27 eV

Structure (XYZ):
```
95
C18H62N4O11 ωB97M-V/def2-TZVPD
C 2.859 -2.467 -0.970
H 3.616 2.433 2.198
H -2.698 0.342 0.588
H -1.854 1.466 -1.661
H 3.370 4.038 1.589
N -1.252 -3.311 1.887
H -0.985 -0.457 -0.062
C -2.718 0.849 -1.908
H 1.641 -2.771 1.730
H 3.077 1.832 -0.066
C -1.277 -0.928 -2.449
C -2.172 -2.299 -0.158
H 1.039 2.533 -2.256
H 0.415 -1.013 1.773
O 2.053 0.717 1.930
H 0.157 1.585 -0.932
H 0.570 -1.246 0.151
H 2.866 1.839 -1.565
H 1.244 4.799 0.602
O 3.399 1.439 -0.877
H -1.514 -0.645 -3.475
H -0.376 -0.331 -2.308
H -2.510 -1.394 0.347
H -2.121 4.582 -0.227
N -3.216 1.204 0.497
H -1.044 -0.150 2.019
O 0.151 0.247 1.517
C -3.843 1.229 -0.931
O 0.391 -1.416 2.641
H -3.832 3.184 -1.923
O -0.437 3.729 0.653
H 4.227 -3.017 0.583
H -5.507 2.656 -1.783
H 1.134 2.229 2.152
H -4.605 3.097 -0.338
H 3.099 -3.217 -1.724
C 3.554 -0.536 -2.152
H -2.679 2.003 0.800
H -1.872 -2.119 -1.191
N 2.452 -2.247 1.432
H 1.159 0.591 1.604
O -1.085 2.170 1.593
C 0.745 4.153 1.324
C -4.526 2.610 -1.310
H 1.995 -1.437 1.039
C -0.874 -2.899 0.523
H -1.084 -2.000 -2.426
H -0.458 -1.854 2.679
H -0.851 -5.085 0.088
H 1.266 1.186 -2.907
H 2.521 -0.200 -2.069
H 3.563 -1.210 -3.009
H 0.586 -4.215 -0.066
O -1.945 0.159 2.118
H 2.711 0.553 1.251
H 2.209 3.193 -0.132
C -0.484 -4.115 -0.246
H -3.121 0.989 -2.911
H 0.535 4.698 2.245
H -1.909 1.086 1.884
H -0.039 -2.217 0.680
N 1.932 2.313 0.278
H -4.597 0.453 -1.060
H 1.168 2.107 -0.350
C -1.324 4.843 0.471
C 3.148 -3.063 0.433
O 3.740 -1.306 -1.009
C 2.651 -4.555 0.593
H 4.228 0.321 -2.177
H 1.755 0.919 -0.650
H -4.273 -2.319 -1.365
C 1.630 2.951 1.502
H 2.982 3.549 3.266
H 0.866 0.213 -1.768
C -4.089 -3.340 -1.030
H 2.178 0.080 2.638
C 0.706 0.654 -0.785
H -0.511 1.473 1.278
O -3.158 -3.382 0.002
H -0.673 2.978 1.287
C 2.917 3.269 2.215
C 0.070 -0.277 0.144
H 3.194 -5.128 -0.159
H 1.578 -4.614 0.415
H -1.504 -2.544 2.494
H -3.639 -3.738 -1.939
H -4.961 -3.928 -0.743
O -2.461 -0.522 -1.755
O 1.727 1.971 -2.612
H -0.680 -4.024 -1.315
H 1.797 -2.285 -1.135
H -0.875 5.715 -0.005
H 2.682 -4.808 1.653
H -1.775 5.145 1.416
H -2.142 -3.741 1.682
```

***

Record 10
Computed, not measured: a structure of composition C21H29IInN5OS3, with ωB97M-V/def2-TZVPD.

Computed properties:
Multiplicity = 1
Gap between HOMO and LUMO = 8.2059 eV
Maximum force = 1.00 eV Å⁻¹
Net charge = +2
LUMO = -5.54 eV

Structure (XYZ):
```
61
C21H29IInN5OS3 ωB97M-V/def2-TZVPD
C -0.954 -7.385 -1.781
H 6.320 -1.471 -0.411
H 2.697 3.015 -0.615
H -0.075 -8.467 -0.152
C -1.541 -4.561 4.862
H -0.341 -6.187 -6.887
C -0.373 -2.781 3.453
C -2.420 -1.656 4.469
N 3.180 -1.166 0.439
H -1.254 -4.326 -8.235
H 0.319 -4.568 3.850
H 0.574 -5.754 -4.633
C 2.869 1.028 -0.124
C 4.395 -0.822 0.202
C -0.848 -4.134 -7.249
C 0.177 -4.936 -5.224
H -1.448 -4.277 5.907
I -1.661 0.521 0.699
C -0.339 -5.179 -6.490
H 1.034 -4.299 -2.798
H 1.668 -2.733 -3.370
C -1.210 -5.006 -1.464
H -2.654 -0.596 4.489
S 4.565 0.845 -0.279
H -2.178 -1.970 5.477
C -0.392 -7.499 -0.517
C -0.252 -6.368 0.280
H -0.992 -0.955 3.091
H 5.507 -1.799 2.536
C 5.592 -1.711 0.365
C -0.824 -2.838 -6.749
H -0.252 -1.568 -5.126
N -0.469 -3.968 4.033
N 2.215 2.171 -0.358
C -0.665 -5.129 -0.187
C 0.204 -3.640 -4.717
H -2.298 -3.122 -1.317
N -1.256 -1.799 3.572
H -2.516 -4.299 4.480
In 0.409 -1.103 0.691
H -1.803 -6.059 -3.238
H 5.250 -2.728 0.180
H -2.187 -3.766 -2.954
C 6.235 -1.589 1.752
C -1.655 -3.678 -2.004
C -0.292 -2.589 -5.492
S -0.366 -2.472 -2.349
H 0.175 -6.457 1.272
H 1.219 2.222 -0.215
H -1.085 -8.264 -2.400
H 6.640 -0.590 1.920
S 1.103 -2.559 2.499
C -1.358 -6.143 -2.252
H -3.287 -2.187 4.094
N 2.289 -0.092 0.245
H -1.432 -5.638 4.779
H 7.056 -2.298 1.844
C 0.793 -3.387 -3.349
H -0.562 -4.255 0.445
O 0.384 -2.289 -1.007
H -1.209 -2.019 -7.343
```